Below is an isolated molecule of C3H4N2O4, with properties calculated with ωB97M-V/def2-TZVPD.

Geometry as ORCA input:
```
! wB97M-V def2-TZVPD RIJCOSX def2/J DEFGRID3
* xyz 0 1
C 2.245 -0.074 -0.032
N 1.208 -0.319 -0.729
O 0.495 -1.461 -0.527
C -0.635 -1.383 0.257
O -1.167 -2.461 0.421
C -1.037 -0.070 0.764
N -1.314 0.965 0.007
O -1.927 1.955 0.362
O -0.974 0.912 -1.343
H 2.868 0.844 -0.115
H 2.451 -0.695 0.757
H -1.291 -0.015 1.876
H -0.920 1.802 -1.697
*
```

energy relative to the best compared isomer or geometry (same formula, charge and spin)	166.03	kcal/mol
HOMO level	-9.82	eV
frontier orbital gap	9.81	eV

Okay, here come the Löwdin numbers, in e, for every atom: 0.040, -0.044, 0.000, -0.433, 0.126, 0.040, -0.308, 0.032, 0.087, 0.100, 0.052, 0.179, 0.129

Below is a structure of composition C35H52AsO2P3V, with properties calculated with ωB97M-V/def2-TZVPD.

Geometry as ORCA input:
```
! wB97M-V def2-TZVPD RIJCOSX def2/J DEFGRID3
* xyz 3 3
V -0.941 -0.480 -1.157
P 1.701 -1.478 0.056
P 3.095 3.163 -1.934
P -0.921 -2.853 -1.133
H 0.672 2.004 -5.503
C -0.361 1.645 -5.591
C -1.379 2.315 -5.053
H -1.205 3.297 -4.614
C 3.135 -2.193 -0.868
C 2.647 -0.237 1.021
C 1.600 -2.756 1.393
C 2.636 4.645 -2.851
C 2.197 3.169 -0.357
C 4.858 2.943 -1.682
C -2.417 -2.886 -2.150
C -1.340 -3.962 0.250
C 0.336 -3.796 -2.056
H -0.568 0.804 -6.268
H -2.402 1.942 -5.130
H 3.886 -2.469 -0.111
H 3.567 -1.435 -1.542
H 2.863 -3.085 -1.449
H 3.637 -0.660 1.246
H 2.149 0.015 1.965
H 2.778 0.676 0.431
H 2.582 -3.230 1.552
H 0.881 -3.540 1.139
H 1.285 -2.253 2.317
H 3.335 5.459 -2.621
H 1.611 4.924 -2.569
H 2.625 4.496 -3.936
H 2.875 3.267 0.506
H 1.614 2.252 -0.209
H 1.477 4.000 -0.369
H 5.414 3.852 -1.934
H 5.300 2.126 -2.260
H 5.050 2.707 -0.632
H -2.983 -3.808 -1.995
H -2.123 -2.822 -3.204
H -3.060 -2.025 -1.909
H -2.060 -4.709 -0.106
H -1.794 -3.391 1.066
H -0.482 -4.515 0.645
H -0.125 -4.653 -2.564
H 1.110 -4.195 -1.389
H 0.819 -3.165 -2.814
C 0.294 0.035 -3.196
C 1.177 -0.846 -3.926
C 0.677 -1.633 -4.946
C -0.707 -1.676 -5.241
C -1.604 -0.943 -4.485
C -1.174 -0.257 -3.296
O 0.670 1.144 -2.662
H 2.527 2.126 -2.704
H 2.253 -0.726 -3.754
H 1.350 -2.260 -5.540
H -1.072 -2.321 -6.056
H -2.659 -0.795 -4.758
H -1.920 0.478 -2.924
O -0.916 0.600 0.568
As -1.137 0.322 2.234
C -2.235 -1.244 2.561
C -1.876 -2.332 3.380
C -2.756 -3.417 3.523
C -3.990 -3.423 2.874
C -4.378 -2.297 2.145
C -3.522 -1.196 2.016
C 0.396 0.635 3.387
C 0.769 -0.263 4.403
C 1.907 -0.024 5.183
C 2.632 1.164 5.043
C 2.187 2.120 4.124
C 1.064 1.871 3.319
C -2.225 1.833 2.796
C -2.831 1.833 4.062
C -3.591 2.941 4.456
C -3.707 4.057 3.621
C -3.026 4.074 2.402
C -2.279 2.963 1.982
H -0.921 -2.365 3.904
H -2.473 -4.267 4.141
H -4.648 -4.290 2.934
H -5.356 -2.255 1.668
H -3.842 -0.289 1.494
H 0.184 -1.158 4.599
H 2.205 -0.780 5.912
H 3.524 1.341 5.644
H 2.708 3.073 4.016
H 0.711 2.635 2.624
H -2.712 0.974 4.725
H -4.103 2.910 5.414
H -4.320 4.906 3.924
H -3.076 4.943 1.752
H -1.753 2.973 1.026
*
```

HOMO level (alpha / beta)	-15.96 / -15.96	eV
frontier orbital gap (alpha / beta)	6.35 / 7.22	eV

Okay, here come the Löwdin numbers, in e, for every atom: 0.852, 0.836, 0.933, 0.769, 0.069, -0.075, -0.055, 0.061, -0.250, -0.244, -0.228, -0.190, -0.206, -0.189, -0.242, -0.208, -0.215, 0.071, 0.065, 0.060, 0.048, 0.034, 0.070, 0.013, 0.014, 0.074, -0.004, 0.033, 0.075, 0.067, 0.072, 0.067, 0.019, 0.068, 0.075, 0.069, 0.061, 0.071, 0.038, 0.057, 0.078, 0.014, 0.050, 0.085, 0.047, 0.029, -0.517, -0.030, -0.045, -0.071, -0.106, -0.227, -0.078, 0.034, 0.122, 0.136, 0.136, 0.143, 0.127, -0.598, 1.286, -0.320, -0.095, -0.053, -0.040, -0.045, -0.101, -0.329, -0.096, -0.040, -0.032, -0.047, -0.103, -0.326, -0.076, -0.044, -0.041, -0.056, -0.105, 0.083, 0.126, 0.129, 0.123, 0.116, 0.079, 0.126, 0.127, 0.119, 0.108, 0.115, 0.121, 0.125, 0.114, 0.093

Below is a structure of composition C40H32EuN7P2S3, with properties calculated with ωB97M-V/def2-TZVPD.

Geometry as ORCA input:
```
! wB97M-V def2-TZVPD RIJCOSX def2/J DEFGRID3
* xyz -1 8
Eu -1.470 -0.401 0.179
C 0.825 -4.321 1.100
C -0.105 -3.327 0.480
N 0.206 -2.088 0.238
N 1.557 -1.706 0.256
C 2.535 0.473 -0.920
N 4.321 -0.964 -0.387
S 1.674 1.410 -2.146
C -1.452 -3.729 0.078
C -1.945 -5.021 0.294
C -3.169 -5.381 -0.230
C -3.888 -4.443 -0.962
C -3.340 -3.183 -1.129
N -2.162 -2.809 -0.636
H 1.752 -3.830 1.387
H 1.055 -5.146 0.430
H 0.352 -4.722 1.996
H 4.919 -1.746 -0.639
H 4.880 -0.118 -0.381
H -1.375 -5.734 0.868
H -3.556 -6.378 -0.088
H -4.851 -4.683 -1.386
H -3.863 -2.429 -1.708
S -3.608 1.096 0.820
C -2.930 1.172 2.440
C -2.963 2.390 3.113
C -2.457 2.521 4.403
C -2.498 3.769 5.058
N -2.549 4.783 5.594
C -1.911 1.393 5.049
C -1.909 0.165 4.399
C -2.407 0.026 3.107
S -2.431 -1.578 2.409
C -1.358 1.490 6.341
N -0.886 1.540 7.385
H -3.380 3.250 2.607
H -1.514 -0.702 4.908
N 0.403 0.649 1.112
P -0.361 1.359 -1.718
C -0.707 3.097 -1.274
C 0.283 4.058 -1.114
C -0.072 5.352 -0.779
C -1.401 5.681 -0.588
C -2.387 4.717 -0.724
C -2.045 3.426 -1.076
C -1.150 1.251 -3.357
C -1.095 2.254 -4.317
C -1.698 2.056 -5.545
C -2.355 0.865 -5.818
C -2.405 -0.142 -4.866
C -1.802 0.053 -3.639
P 1.765 -0.005 0.576
C 2.974 0.044 1.913
C 3.397 1.332 2.217
C 4.210 1.552 3.310
C 4.597 0.481 4.100
C 4.188 -0.805 3.786
C 3.375 -1.029 2.689
C 3.202 -0.844 -1.320
C 3.592 -0.788 -2.767
C 2.842 -1.327 -3.726
C 1.663 -2.089 -3.388
C 1.372 -2.414 -2.131
C 2.278 -2.057 -0.986
H 0.598 1.154 1.976
H 1.321 3.795 -1.260
H 0.696 6.104 -0.680
H -1.672 6.693 -0.333
H -3.424 4.968 -0.565
H -2.808 2.664 -1.198
H -0.583 3.178 -4.090
H -1.655 2.834 -6.292
H -2.835 0.717 -6.771
H -2.917 -1.070 -5.076
H -1.824 -0.728 -2.869
H 3.070 2.139 1.572
H 4.533 2.553 3.556
H 5.223 0.654 4.962
H 4.495 -1.632 4.409
H 3.053 -2.022 2.417
H 4.445 -0.165 -2.992
H 3.072 -1.206 -4.775
H 1.018 -2.416 -4.191
H 0.520 -3.046 -1.922
H 2.914 -2.932 -0.771
*
```

energy relative to the best compared isomer or geometry (same formula, charge and spin)	83.90	kcal/mol
HOMO level (alpha / beta)	-3.13 / -4.54	eV
frontier orbital gap (alpha / beta)	5.06 / 6.80	eV

Okay, here come the Löwdin numbers, in e, for every atom: 1.332, -0.028, -0.356, -0.176, -0.176, -0.653, 0.068, 0.680, -0.306, -0.033, -0.089, -0.095, -0.167, -0.038, 0.058, 0.082, 0.082, 0.084, 0.087, 0.099, 0.097, 0.089, 0.101, 0.434, -0.738, -0.071, -0.203, -0.203, 0.152, -0.203, -0.079, -0.759, 0.488, -0.202, 0.155, 0.107, 0.107, -0.301, 0.671, -0.420, -0.120, -0.092, -0.094, -0.083, -0.146, -0.419, -0.084, -0.085, -0.094, -0.088, -0.121, 0.721, -0.299, -0.102, -0.089, -0.099, -0.087, -0.075, -0.585, -0.083, -0.111, -0.096, -0.033, -0.242, 0.029, 0.055, 0.097, 0.096, 0.103, 0.041, 0.109, 0.099, 0.096, 0.101, 0.072, 0.104, 0.099, 0.095, 0.097, 0.091, 0.109, 0.097, 0.098, 0.095, 0.146

Below is an isolated molecule of C17H25NO4, with properties calculated with ωB97M-V/def2-TZVPD.

Geometry as ORCA input:
```
! wB97M-V def2-TZVPD RIJCOSX def2/J DEFGRID3
* xyz 0 1
C -4.685 -3.163 -0.897
C -3.891 -2.943 0.443
C -2.525 -2.873 0.387
C -1.517 -2.819 1.484
C -2.120 -2.696 2.854
C -0.217 -2.592 1.228
C 0.873 -1.893 2.126
C 1.724 -2.959 2.837
C 1.774 -0.975 1.221
O 2.586 -1.542 0.449
C 1.554 0.506 1.299
C 2.261 1.352 0.227
C 1.386 1.346 -1.000
C 1.608 2.494 -1.953
C 0.424 3.455 -2.078
C -0.757 3.047 -3.035
N -1.311 3.969 -3.998
O -1.262 1.909 -3.059
C 2.890 3.270 -1.492
C 2.800 3.570 -0.057
O 3.046 4.722 0.327
O 2.573 2.647 0.809
H -5.468 -2.396 -1.059
H -3.990 -3.208 -1.716
H -4.971 -4.235 -0.906
H -4.398 -3.028 1.442
H -2.215 -2.895 -0.639
H -1.403 -2.367 3.550
H -2.542 -3.693 3.124
H -2.922 -1.968 2.923
H 0.092 -2.793 0.136
H 0.450 -1.371 2.949
H 2.478 -2.597 3.532
H 2.268 -3.703 2.104
H 1.113 -3.510 3.527
H 0.505 0.818 1.606
H 2.020 0.780 2.343
H 3.243 0.904 -0.035
H 1.532 0.374 -1.414
H 0.391 1.372 -0.576
H 1.996 2.139 -2.900
H 0.774 4.366 -2.513
H 0.026 3.725 -1.122
H -1.799 3.587 -4.741
H -1.119 4.890 -4.090
H 2.961 4.293 -2.014
H 3.763 2.685 -1.635
*
```

energy relative to the best compared isomer or geometry (same formula, charge and spin)	90.86	kcal/mol
HOMO level	-8.46	eV
frontier orbital gap	9.05	eV

Okay, here come the Löwdin numbers, in e, for every atom: -0.097, -0.122, -0.097, -0.290, -0.059, -0.006, -0.271, -0.076, -0.318, 0.061, -0.061, -0.268, -0.095, -0.261, -0.056, -0.388, 0.159, 0.021, -0.051, -0.536, 0.074, 0.097, 0.073, 0.046, 0.076, 0.101, 0.088, 0.046, 0.106, 0.079, 0.142, 0.107, 0.070, 0.125, 0.061, 0.157, 0.177, 0.166, 0.131, 0.123, 0.145, 0.100, 0.127, 0.067, 0.039, 0.162, 0.125

Number 1: maximum force 3.78 eV/Å. Number 2: maximum force 3.65 eV/Å. Number 3: maximum force 1.77 eV/Å. Number 4: maximum force 5.38 eV/Å.